(w)
DFT (the ωB97M-V functional and the def2-TZVPD basis) results for a structure of composition C33H52AsBaNP2.

CARTESIAN COORDINATES (ANGSTROEM)
1 Ba -0.786 -0.111 0.580
2 N 1.067 -1.641 -1.592
3 C 0.763 -3.025 -1.354
4 C 1.805 -3.902 -1.058
5 C 1.538 -5.221 -0.749
6 C 0.229 -5.706 -0.748
7 C -0.806 -4.845 -1.054
8 C -0.564 -3.493 -1.349
9 P -1.885 -2.299 -1.607
10 C -2.330 -1.939 0.229
11 C -1.548 -2.383 1.324
12 C -1.566 -1.677 2.563
13 C -2.356 -0.515 2.693
14 C -3.214 -0.098 1.629
15 C -3.199 -0.798 0.419
16 C -3.327 -3.210 -2.152
17 C -4.233 -3.875 -1.325
18 C -5.325 -4.519 -1.894
19 C -5.514 -4.496 -3.271
20 C -4.612 -3.838 -4.096
21 C -3.524 -3.186 -3.536
22 H 0.589 -1.298 -2.418
23 H 2.063 -1.517 -1.712
24 H 2.830 -3.545 -1.078
25 H 2.364 -5.884 -0.522
26 H 0.032 -6.745 -0.519
27 H -1.821 -5.223 -1.087
28 H -0.873 -3.230 1.188
29 H -0.978 -2.029 3.400
30 H -2.351 0.041 3.620
31 H -3.853 0.767 1.757
32 H -3.783 -0.440 -0.435
33 H -4.092 -3.908 -0.252
34 H -6.029 -5.041 -1.259
35 H -6.370 -4.993 -3.709
36 H -4.755 -3.819 -5.168
37 H -2.830 -2.667 -4.188
38 C 1.511 0.479 5.824
39 C 0.751 0.945 4.590
40 As 1.336 0.176 2.903
41 C 2.945 1.211 2.652
42 C 3.849 0.761 1.511
43 C 2.077 -1.533 3.453
44 C 2.258 -2.456 2.249
45 H 1.182 1.044 6.697
46 H 2.587 0.630 5.733
47 H 1.347 -0.575 6.041
48 H 0.868 2.021 4.451
49 H -0.320 0.765 4.702
50 H 3.458 1.149 3.612
51 H 2.627 2.245 2.510
52 H 4.450 -0.108 1.788
53 H 4.544 1.557 1.239
54 H 3.323 0.490 0.598
55 H 1.421 -1.970 4.206
56 H 3.025 -1.339 3.953
57 H 1.299 -2.786 1.835
58 H 2.809 -3.362 2.510
59 H 2.810 -1.981 1.435
60 C -0.082 4.104 1.250
61 C -0.550 4.081 -0.215
62 C -0.548 5.494 -0.802
63 P 0.337 2.710 -1.042
64 C -0.058 2.742 -2.832
65 C 0.495 3.850 -3.731
66 C -1.586 2.655 -2.971
67 C 2.143 2.985 -0.881
68 C 2.866 1.988 -1.797
69 C 2.716 4.390 -1.079
70 H -0.754 4.704 1.867
71 H 0.915 4.541 1.348
72 H -0.024 3.116 1.722
73 H -1.591 3.736 -0.227
74 H 0.454 5.880 -0.975
75 H -1.047 6.181 -0.114
76 H -1.091 5.545 -1.745
77 H 0.366 1.795 -3.187
78 H 0.252 4.847 -3.365
79 H 0.066 3.759 -4.732
80 H 1.577 3.796 -3.847
81 H -2.066 3.598 -2.698
82 H -2.046 1.875 -2.353
83 H -1.868 2.438 -4.003
84 H 2.350 2.691 0.155
85 H 2.853 2.323 -2.837
86 H 2.443 0.981 -1.792
87 H 3.913 1.894 -1.499
88 H 2.479 4.797 -2.062
89 H 3.806 4.356 -0.993
90 H 2.364 5.096 -0.329

Computed properties:
* E_HOMO: -13.5 eV
* total charge: +2

(x)
DFT (the ωB97M-V functional and the def2-TZVPD basis) results for a structure of composition C33H52AsBaNP2.

CARTESIAN COORDINATES (ANGSTROEM)
1 Ba 0.235 -0.853 -0.588
2 N -0.622 -0.029 2.321
3 C -0.014 1.090 2.992
4 C 0.113 1.069 4.375
5 C 0.659 2.147 5.049
6 C 1.055 3.273 4.343
7 C 0.940 3.294 2.963
8 C 0.436 2.198 2.263
9 P 0.387 2.141 0.426
10 C 2.160 1.973 -0.037
11 C 3.222 1.997 0.863
12 C 4.530 2.053 0.395
13 C 4.786 2.087 -0.968
14 C 3.734 2.030 -1.875
15 C 2.430 1.961 -1.411
16 C 0.112 3.881 -0.081
17 C 1.138 4.829 -0.084
18 C 0.871 6.142 -0.435
19 C -0.412 6.520 -0.808
20 C -1.426 5.576 -0.840
21 C -1.169 4.264 -0.474
22 H -1.501 0.268 1.905
23 H -0.844 -0.737 3.010
24 H -0.236 0.204 4.928
25 H 0.750 2.116 6.126
26 H 1.456 4.130 4.866
27 H 1.249 4.181 2.431
28 H 3.031 2.019 1.928
29 H 5.348 2.089 1.104
30 H 5.804 2.155 -1.329
31 H 3.925 2.075 -2.939
32 H 1.604 1.977 -2.121
33 H 2.150 4.539 0.167
34 H 1.673 6.868 -0.422
35 H -0.617 7.547 -1.077
36 H -2.421 5.863 -1.155
37 H -1.967 3.531 -0.488
38 C 4.712 -1.450 -2.342
39 C 4.561 -1.511 -0.825
40 As 2.817 -2.226 -0.319
41 C 2.898 -4.061 -1.046
42 C 4.200 -4.807 -0.770
43 C 3.072 -2.560 1.598
44 C 3.271 -1.281 2.409
45 H 5.680 -1.036 -2.623
46 H 3.940 -0.818 -2.788
47 H 4.637 -2.443 -2.788
48 H 4.684 -0.525 -0.382
49 H 5.312 -2.166 -0.380
50 H 2.720 -3.996 -2.121
51 H 2.059 -4.611 -0.612
52 H 5.064 -4.304 -1.204
53 H 4.151 -5.806 -1.204
54 H 4.374 -4.928 0.299
55 H 3.941 -3.210 1.708
56 H 2.205 -3.115 1.966
57 H 4.172 -0.754 2.094
58 H 3.382 -1.525 3.465
59 H 2.423 -0.597 2.312
60 C -3.276 -2.492 1.579
61 C -3.657 -2.853 0.140
62 C -5.119 -3.296 0.050
63 P -3.019 -1.502 -0.981
64 C -3.573 -1.898 -2.719
65 C -5.048 -1.700 -3.070
66 C -3.115 -3.321 -3.052
67 C -3.787 0.131 -0.476
68 C -3.428 1.176 -1.538
69 C -5.276 0.161 -0.130
70 H -3.459 -3.342 2.237
71 H -3.877 -1.658 1.948
72 H -2.215 -2.228 1.654
73 H -3.046 -3.712 -0.162
74 H -5.822 -2.482 0.203
75 H -5.303 -4.037 0.830
76 H -5.340 -3.774 -0.902
77 H -2.985 -1.203 -3.329
78 H -5.707 -2.257 -2.408
79 H -5.220 -2.063 -4.085
80 H -5.334 -0.651 -3.053
81 H -3.726 -4.061 -2.535
82 H -2.068 -3.487 -2.780
83 H -3.218 -3.502 -4.122
84 H -3.236 0.391 0.439
85 H -3.850 0.923 -2.511
86 H -2.344 1.284 -1.648
87 H -3.839 2.144 -1.250
88 H -5.898 -0.194 -0.946
89 H -5.571 1.190 0.086
90 H -5.489 -0.427 0.760

Computed properties:
* E_HOMO: -13.7 eV
* total charge: +2

Stability check: which of them is least stable? (w).

(w)
DFT (the ωB97M-V functional and the def2-TZVPD basis) results for the molecule C15H23ClN4O4S.

CARTESIAN COORDINATES (ANGSTROEM)
1 C 0.952 -2.159 -3.295
2 O -0.081 -2.932 -2.706
3 C 0.232 -3.476 -1.425
4 C 0.233 -2.362 -0.361
5 O 0.952 -2.401 0.620
6 N -0.664 -1.384 -0.614
7 C -0.791 -0.188 0.190
8 C -0.203 1.027 -0.532
9 C -0.350 2.303 0.284
10 O 0.603 2.205 1.337
11 N -0.752 1.146 -1.880
12 C -2.039 1.494 -2.137
13 O -2.803 1.902 -1.281
14 C -2.476 1.258 -3.575
15 C -2.617 -0.213 -3.819
16 C -3.456 -1.123 -3.144
17 C -3.169 -2.325 -3.744
18 Cl -3.812 -3.881 -3.458
19 N -2.238 -2.118 -4.690
20 C -1.587 -3.101 -5.531
21 N -1.879 -0.822 -4.738
22 C -0.861 -4.502 -1.135
23 C -0.638 -5.658 -2.103
24 S 1.172 -5.810 -2.317
25 C 1.528 -4.275 -1.408
26 H 0.491 -1.566 -4.084
27 H 1.415 -1.484 -2.565
28 H 1.725 -2.796 -3.730
29 H -1.183 -1.448 -1.478
30 H -1.846 -0.002 0.403
31 H -0.262 -0.349 1.127
32 H 0.870 0.860 -0.656
33 H -0.144 3.166 -0.357
34 H -1.366 2.396 0.669
35 H 0.382 2.846 2.017
36 H -0.225 0.740 -2.636
37 H -3.425 1.773 -3.712
38 H -1.747 1.661 -4.280
39 H -4.169 -0.930 -2.362
40 H -2.332 -3.711 -6.039
41 H -1.003 -2.554 -6.265
42 H -0.935 -3.737 -4.932
43 H -0.752 -4.833 -0.101
44 H -1.850 -4.058 -1.257
45 H -1.038 -6.593 -1.718
46 H -1.095 -5.451 -3.069
47 H 2.358 -3.751 -1.876
48 H 1.798 -4.477 -0.375

Computed properties:
* E_HOMO: -8.6 eV
* SMILES: CO[C@@]1(C(=O)NC[C@H](CO)NC(=O)Cc2cc(Cl)n(C)n2)CCSC1

(x)
DFT (the ωB97M-V functional and the def2-TZVPD basis) results for the molecule C15H23ClN4O4S.

CARTESIAN COORDINATES (ANGSTROEM)
1 C -0.074 2.208 0.090
2 O -0.862 1.184 0.684
3 C -2.107 0.937 0.031
4 C -1.811 0.259 -1.320
5 O -2.256 0.665 -2.376
6 N -0.986 -0.810 -1.199
7 C -0.338 -1.451 -2.325
8 C 1.075 -0.895 -2.569
9 C 1.793 -1.757 -3.597
10 O 0.921 -1.811 -4.723
11 N 1.765 -0.822 -1.284
12 C 3.054 -1.112 -0.979
13 O 3.877 -1.553 -1.758
14 C 3.439 -0.861 0.481
15 C 2.322 -0.674 1.456
16 C 1.391 -1.628 1.918
17 C 0.604 -0.915 2.789
18 Cl -0.728 -1.420 3.735
19 N 1.050 0.352 2.826
20 C 0.480 1.484 3.529
21 N 2.099 0.514 2.004
22 C -2.901 0.047 0.980
23 C -3.408 0.919 2.135
24 S -3.426 2.653 1.547
25 C -2.962 2.184 -0.140
26 H 0.920 2.127 0.524
27 H -0.006 2.081 -0.996
28 H -0.482 3.198 0.309
29 H -0.651 -1.017 -0.271
30 H -0.275 -2.525 -2.134
31 H -0.951 -1.292 -3.206
32 H 0.975 0.116 -2.982
33 H 2.757 -1.327 -3.857
34 H 1.968 -2.756 -3.185
35 H 1.411 -2.165 -5.470
36 H 1.254 -0.339 -0.560
37 H 4.069 -1.704 0.765
38 H 4.073 0.027 0.494
39 H 1.318 -2.674 1.678
40 H 0.239 1.199 4.551
41 H 1.233 2.266 3.536
42 H -0.418 1.833 3.018
43 H -3.734 -0.398 0.433
44 H -2.276 -0.766 1.352
45 H -4.408 0.620 2.442
46 H -2.754 0.857 3.003
47 H -2.442 3.004 -0.629
48 H -3.829 1.936 -0.749

Computed properties:
* E_HOMO: -8.7 eV
* SMILES: CO[C@@]1(C(=O)NC[C@H](CO)NC(=O)Cc2cc(Cl)n(C)n2)CCSC1

Stability check: which of them is least stable? (x).